Below is a 2-piece molecular cluster, C3H8ClNO2P overall in a non-equilibrium geometry, with properties calculated with ωB97M-V/def2-TZVPD.

```
16
Properties=species:S:1:pos:R:3:forces:R:3:nbo_charge:R:1
C -1.027 -0.133 1.451 -1.4 -2.5 2.6 -0.440
C -0.742 0.225 -0.824 0.6 -0.1 -0.2 -0.440
C 2.346 -0.425 -0.722 -0.7 -0.6 -2.7 -0.836
N -0.043 0.184 0.452 0.7 -0.2 1.0 -0.768
O 1.987 -1.176 1.899 -0.8 0.3 -0.5 -1.091
O 0.362 -2.651 -0.815 1.9 3.1 3.0 -1.061
P 1.301 -1.011 0.585 -3.4 -2.7 -3.0 1.991
Cl 3.081 1.118 -0.391 1.4 1.0 0.5 -0.071
H -2.161 0.028 1.181 2.4 0.2 0.4 0.192
H -0.977 -1.267 1.656 -0.5 1.1 -0.3 0.194
H -0.780 0.242 2.491 -0.4 0.3 -1.3 0.195
H -1.648 0.813 -0.707 -0.3 -0.2 0.2 0.178
H -0.169 0.827 -1.496 0.6 0.1 -0.9 0.176
H -0.886 -0.803 -1.177 -0.2 0.1 -0.3 0.259
H 2.987 -1.270 -1.100 -0.2 1.2 0.6 0.265
H 1.685 -0.124 -1.586 0.4 -1.1 0.9 0.258
```
Forces are in eV/Å.

- HOMO energy (spin up / spin down): -0.142 / -0.142 Ha
- Spin multiplicity: 1
- Total charge: -1
- Orbital gap (spin up / spin down): 7.3 / 7.3 eV
- Energy relative to the best compared isomer or geometry (same formula, charge and spin): 5.9561 eV